Entry 1:
Below is a cluster of 2 separate species, C3H9NO3 in total, with properties calculated with ωB97M-V/def2-TZVPD.

Geometry as XYZ:
```
16
Properties=species:S:1:pos:R:3:forces:R:3:mulliken_spin:R:1
O -1.93305 0.10108 -2.12331 -0.4 0.7 -0.2 0.418
C -1.09800 -0.05588 -1.26172 1.3 -1.1 1.2 -0.095
N -0.76600 1.12397 -0.56152 -0.9 1.1 -2.0 0.659
C -0.06945 1.55112 0.64518 0.9 -1.1 0.8 -0.013
O 1.21650 1.01970 0.69621 -1.0 -0.8 0.1 0.039
C -0.54049 -1.38196 -0.88193 0.3 0.0 -0.3 -0.001
H -1.23710 1.87624 -1.08517 0.1 0.0 0.3 -0.032
H -0.06535 2.63468 0.62659 -0.3 0.1 0.2 0.009
H -0.59887 1.11280 1.50239 -0.3 0.5 -0.1 0.030
H 1.86738 1.63191 0.38832 0.7 0.7 -0.5 0.000
H -0.45975 -1.52924 0.19536 -0.6 -0.2 -0.1 -0.007
H -1.15713 -2.07420 -1.44229 -0.1 -0.5 0.5 -0.002
H 0.48408 -1.56717 -1.21379 0.0 0.5 -0.3 -0.006
H 0.80237 -1.14369 1.71951 -0.5 0.5 0.5 0.000
H 2.06325 -1.50584 1.01974 -0.4 -0.6 1.1 0.000
O 1.49161 -1.79354 1.77644 1.0 0.0 -1.4 0.001
```
Forces are in eV/Å.

Its total charge is +1. The expectation value of S² is 0.78. The HOMO-LUMO gap (spin up / spin down) comes out at 10.635 / 5.338 eV. The value obtained for the LUMO energy (spin up / spin down) is -4.25 / -9.54 eV. As for the spin multiplicity: 2. The value obtained for the HOMO energy (spin up / spin down) is -14.8857 / -14.8775 eV. The calculation puts the molecular weight at 107.1 g/mol.

***

Entry 2:
Below is a structure of composition C5H6O2, with properties calculated with ωB97M-V/def2-TZVPD.

Geometry as XYZ:
```
13
Properties=species:S:1:pos:R:3:forces:R:3:lowdin_charge:R:1
C -1.76090 0.63045 -0.12349 0.0 -0.1 -0.1 -0.041
C -0.48631 0.12122 0.49725 0.0 0.1 0.0 -0.360
O -0.47568 -1.04089 1.06514 0.2 0.2 0.0 -0.064
C 0.72798 0.15810 -1.09935 -0.2 0.3 -0.5 -0.272
O 0.38786 0.72039 -2.08680 0.2 -0.3 0.8 0.125
C 1.79723 -0.50182 -0.49849 -0.2 -0.4 0.5 0.002
C 1.93699 -1.29767 0.48734 0.4 0.2 -0.5 0.075
H -2.31090 1.17149 0.65640 0.1 -0.1 -0.1 0.090
H -2.38596 -0.18497 -0.49359 0.1 0.1 0.0 0.094
H -1.54119 1.33051 -0.93270 -0.1 -0.1 0.1 0.072
H 0.09834 0.89658 1.02350 0.0 0.0 -0.1 0.139
H 0.71403 -1.33392 1.03797 -0.4 0.0 0.0 0.063
H 2.76307 -1.86701 0.88470 -0.1 0.0 -0.1 0.076
```
Forces are in eV/Å.

The HOMO-LUMO gap comes out at 8.416 eV. The value obtained for the LUMO energy is -0.54 eV. The value obtained for the HOMO energy is -8.9528 eV. The calculation puts the molecular weight at 98.1 g/mol.

***

Entry 3:
Below is a structure of composition C18H18Cl2IN3O4Sn, with properties calculated with ωB97M-V/def2-TZVPD.

Geometry as XYZ:
```
47
Properties=species:S:1:pos:R:3:forces:R:3:lowdin_charge:R:1
Sn -0.24963 -0.01232 0.65742 0.2 0.0 -0.1 1.356
C 0.47847 4.28734 1.67017 -0.1 0.1 0.0 -0.069
O 1.26101 4.68380 0.54609 0.0 -0.1 0.2 -0.076
C 1.20428 4.02306 -0.64484 -0.1 0.1 0.0 -0.225
C 1.74958 4.71308 -1.70738 0.1 0.0 -0.1 -0.010
C 1.79904 4.17146 -2.99490 0.0 0.0 0.0 -0.107
C 1.27113 2.92370 -3.20635 0.0 0.0 -0.1 -0.099
C 0.73003 2.18680 -2.13836 -0.1 0.0 -0.1 -0.205
C 0.16425 0.90162 -2.46022 0.1 0.2 -0.1 -0.077
N -0.25266 0.00199 -1.64498 -0.1 -0.1 0.3 -0.108
N -0.86513 -1.08191 -2.26298 0.1 0.0 0.0 0.064
C -1.62476 -1.71884 -1.41909 -0.2 -0.1 0.0 -0.475
O -1.77624 -1.39650 -0.17586 0.1 0.0 -0.1 -0.296
C -2.38682 -2.89624 -1.93598 0.0 0.0 0.1 -0.147
C -3.26557 -3.56094 -1.08667 0.0 0.0 0.0 -0.026
C -3.97406 -4.66721 -1.53797 0.0 0.0 0.0 -0.082
C -3.80627 -5.11600 -2.84147 0.0 0.0 0.1 -0.095
C -2.93693 -4.44633 -3.69551 0.0 0.0 0.0 -0.087
C -2.23134 -3.34032 -3.24720 0.0 0.0 0.0 -0.036
C 0.69507 2.71070 -0.82911 0.0 0.0 0.0 -0.318
O 0.23862 2.02180 0.18581 0.0 -0.1 0.1 -0.331
H 0.59492 5.09171 2.39274 0.0 0.1 0.0 0.089
H 0.82589 3.35476 2.10330 0.0 0.0 0.0 0.082
H -0.57508 4.18368 1.40962 0.0 0.0 0.0 0.092
H 2.15076 5.69904 -1.50239 0.0 0.0 0.0 0.121
H 2.23921 4.73596 -3.80705 0.0 0.0 0.0 0.101
H 1.27422 2.47609 -4.19481 0.0 0.0 0.0 0.110
H 0.04031 0.67647 -3.51887 0.0 0.0 0.0 0.133
H -3.38348 -3.19583 -0.07536 0.0 0.0 0.0 0.111
H -4.65619 -5.18013 -0.86950 0.0 0.0 0.0 0.100
H -4.34931 -5.98615 -3.19042 0.0 0.0 0.0 0.099
H -2.81011 -4.79066 -4.71582 0.0 0.0 0.1 0.100
H -1.55723 -2.80727 -3.90452 0.0 0.0 0.0 0.103
N 4.34501 -1.54695 0.61043 -0.1 -0.1 0.0 0.173
C 3.21018 -1.10979 0.03260 0.0 0.0 0.0 -0.660
O 2.14330 -1.09864 0.64199 0.1 0.0 -0.2 -0.118
C 3.32423 -0.63143 -1.39052 0.1 0.1 0.1 -0.514
I 4.09217 1.36767 -1.36926 0.1 -0.1 0.0 0.939
H 4.32551 -1.78895 1.58596 0.0 0.0 0.0 0.122
H 5.22795 -1.52640 0.13472 0.0 0.1 0.0 0.106
H 2.34526 -0.59507 -1.85247 0.0 0.0 0.0 0.033
H 4.01518 -1.22626 -1.97807 0.0 0.0 0.0 0.049
Cl -3.75068 1.51740 4.38698 0.0 0.0 0.0 0.512
C -4.23020 1.69080 2.69579 0.2 0.0 0.0 -0.993
Cl -3.13386 0.83252 1.59664 -0.4 0.0 0.0 0.506
H -4.21009 2.73995 2.43947 0.0 0.1 0.0 0.025
H -5.21351 1.26218 2.57183 -0.1 0.0 0.0 0.024
```
Forces are in eV/Å.

The HOMO-LUMO gap comes out at 7.494 eV. The value obtained for the LUMO energy is -0.05 eV. The value obtained for the HOMO energy is -7.5454 eV. The calculation puts the molecular weight at 656.9 g/mol.

***

Entry 4:
Below is the molecule C3H8NOPS, with properties calculated with ωB97M-V/def2-TZVPD.

Geometry as XYZ:
```
15
Properties=species:S:1:pos:R:3:forces:R:3:lowdin_charge:R:1
C -0.61664 0.53493 0.88991 0.0 0.9 -1.0 -0.173
C -1.00841 0.26691 -1.17847 1.9 1.1 -3.7 -0.223
C -1.90378 0.40756 -0.03360 -1.4 1.6 3.9 -0.373
N 0.21263 0.44620 -0.33177 1.8 -0.7 -0.6 -0.378
O -2.69214 -0.70751 0.36907 0.0 -1.7 -2.3 -0.066
P 3.20687 0.26242 0.46378 0.8 0.8 -0.7 0.389
S 1.69661 -0.84666 -0.43263 -2.8 1.3 -0.2 0.374
H -0.41895 1.47699 1.43497 -0.3 -0.2 -0.4 0.110
H -0.47474 -0.25197 1.57328 -0.2 -1.3 0.8 0.083
H -1.06442 -0.72796 -1.65361 -0.1 0.3 -0.1 0.103
H -1.08682 1.12978 -2.06072 0.2 -2.3 2.2 0.167
H -2.55480 1.35131 0.10612 0.9 -1.4 -0.8 0.163
H -2.72024 -1.41634 -0.37706 0.1 2.0 1.9 0.138
H 3.82890 -0.83146 1.05364 0.1 -0.4 0.4 -0.180
H 4.26955 0.30347 -0.56549 -1.0 0.0 0.5 -0.133
```
Forces are in eV/Å.

The HOMO-LUMO gap comes out at 9.138 eV. The structure (SMILES) is OC1CN(SP)C1. The value obtained for the LUMO energy is 0.54 eV. The value obtained for the HOMO energy is -8.5952 eV. The calculation puts the molecular weight at 137.1 g/mol.